[1]
A single C4H7NO molecule, computed with the ωB97M-V functional and the def2-TZVPD basis.

```
13
Properties=species:S:1:pos:R:3
N -1.211 1.781 1.322
C -1.283 0.726 0.852
C -1.241 -0.584 0.195
C 0.100 -0.779 -0.572
C 1.123 0.358 -0.489
O 1.664 0.517 0.805
H -1.389 -1.357 0.959
H -2.099 -0.654 -0.485
H 0.593 -1.676 -0.186
H -0.112 -0.950 -1.633
H 1.951 0.079 -1.151
H 0.708 1.302 -0.871
H 1.197 1.236 1.252
```

Computed properties:
E_HOMO   -10.482 eV
Structure (SMILES)   N#CCCCO
Lowest unoccupied orbital energy   0.85 eV
Energy above the lowest of the compared OMol25 structures with the same formula, charge and spin   26.5 kcal/mol
Frontier orbital gap   0.4163 Ha

=====

[2]
C13H38GaNO3PS as an isolated structure, computed with the ωB97M-V functional and the def2-TZVPD basis.

```
58
Properties=species:S:1:pos:R:3
C 3.083 -3.120 -0.349
C 3.347 -1.617 -0.556
C 2.574 -0.989 -1.735
C 2.071 0.431 -1.489
N 0.884 0.618 -0.646
Ga -0.114 -0.868 0.082
P -1.472 -1.951 -1.575
S -0.773 -3.662 -2.348
H 2.091 -3.375 -0.723
H 3.838 -3.733 -0.838
H 3.046 -3.349 0.716
H 4.415 -1.503 -0.769
H 3.117 -1.057 0.349
H 3.282 -0.904 -2.569
H 1.791 -1.661 -2.099
H 2.906 1.020 -1.085
H 1.872 0.869 -2.479
H 1.166 1.154 0.165
H 0.728 -1.954 0.899
H -1.167 -0.261 1.096
H -2.692 -2.247 -0.936
H -1.894 -1.060 -2.576
C -2.434 0.287 -5.987
C -3.626 -0.502 -5.467
C -4.910 -0.125 -6.193
O -3.771 -0.314 -4.064
H -2.589 1.358 -5.823
H -1.529 -0.003 -5.455
H -2.283 0.121 -7.055
H -3.436 -1.568 -5.592
H -5.136 0.934 -6.037
H -5.750 -0.704 -5.808
H -4.826 -0.302 -7.267
H -3.934 0.620 -3.895
C -4.042 0.911 4.929
C -2.793 1.089 4.074
C -2.460 2.561 3.872
O -2.936 0.438 2.824
H -4.905 1.367 4.434
H -4.259 -0.148 5.066
H -3.925 1.375 5.911
H -1.950 0.592 4.558
H -3.277 3.063 3.345
H -1.562 2.661 3.263
H -2.301 3.071 4.825
H -3.667 0.844 2.347
C 3.503 0.019 3.833
C 3.948 0.958 2.721
C 5.372 1.452 2.927
O 3.055 2.070 2.638
H 3.523 0.534 4.800
H 2.482 -0.318 3.656
H 4.152 -0.856 3.896
H 3.876 0.441 1.765
H 5.448 2.012 3.865
H 5.663 2.121 2.117
H 6.079 0.622 2.965
H 3.098 2.539 3.477
```

Computed properties:
E_HOMO   -3.775 eV
Charge   -1
Lowest unoccupied orbital energy   2.71 eV
Frontier orbital gap   0.2385 Ha

=====

[3]
A 2-piece molecular cluster, C5H7N overall, computed with the ωB97M-V functional and the def2-TZVPD basis.

```
13
Properties=species:S:1:pos:R:3
C 2.547 -1.677 -0.687
C 0.383 -0.246 1.309
C -1.858 -0.191 -0.112
C -1.064 0.982 -0.589
C -0.568 0.098 0.503
N 2.682 -0.571 -1.027
H 1.451 0.325 1.430
H 0.151 -0.833 2.187
H -2.683 -0.131 0.551
H -1.880 -1.081 -0.732
H -0.518 0.996 -1.470
H -1.504 1.938 -0.127
H 2.863 0.391 -1.237
```

Computed properties:
E_HOMO   -9.394 eV
Lowest unoccupied orbital energy   0.98 eV
Energy above the lowest of the compared OMol25 structures with the same formula, charge and spin   96.3 kcal/mol
Frontier orbital gap   0.3812 Ha

=====

[4]
A 2-piece molecular cluster, C2H7O2P overall, computed with the ωB97M-V functional and the def2-TZVPD basis.

```
12
Properties=species:S:1:pos:R:3
C 0.195 -1.324 -1.707
O 1.000 -0.900 -0.932
H -0.510 -0.620 -2.304
H 0.225 -2.292 -2.134
C -1.644 1.506 1.425
P -0.389 0.130 1.544
O -1.372 -0.863 0.482
H -2.640 1.250 1.027
H -1.502 2.127 2.316
H -1.062 2.059 0.739
H -1.210 -0.373 2.706
H -2.000 -1.388 0.701
```

Computed properties:
E_HOMO   -9.598 eV
Structure (SMILES)   C=O.CPO
Lowest unoccupied orbital energy   0.85 eV
Energy above the lowest of the compared OMol25 structures with the same formula, charge and spin   72.5 kcal/mol
Frontier orbital gap   0.3839 Ha

=====

[5]
C4H5CuMgO2 as an isolated structure, computed with the ωB97M-V functional and the def2-TZVPD basis.

```
13
Properties=species:S:1:pos:R:3
H 0.755 0.972 -0.092
C 0.748 -0.796 1.616
C 1.583 -0.718 2.873
C 2.962 -0.263 2.378
C 2.856 -0.187 0.869
O 1.696 -0.988 0.605
O -0.352 -1.305 1.418
Cu 0.355 -0.816 -1.610
Mg 3.091 1.184 -0.702
H 1.574 -1.695 3.371
H 1.105 0.011 3.542
H 3.761 -0.984 2.622
H 3.271 0.671 2.872
```

Computed properties:
Spin multiplicity   2
E_HOMO (spin up / spin down)   -10.979 / -12.710 eV
Charge   +1
Lowest unoccupied orbital energy (spin up / spin down)   -5.94 / -5.90 eV
Energy above the lowest of the compared OMol25 structures with the same formula, charge and spin   84.0 kcal/mol
Frontier orbital gap (spin up / spin down)   0.1853 / 0.2501 Ha

=====

[6]
A 2-piece molecular cluster, C4H9N2O overall, computed with the ωB97M-V functional and the def2-TZVPD basis.

```
16
Properties=species:S:1:pos:R:3
C -1.244 1.325 -0.947
C -0.151 0.768 -0.100
C 1.188 0.954 -0.097
N 1.678 0.186 0.944
C 0.683 -0.396 1.582
N -0.451 -0.025 0.991
H -1.206 2.412 -0.955
H -2.220 1.044 -0.584
H -1.086 1.007 -1.979
H 1.640 1.845 -0.505
H 2.615 0.252 1.323
H 0.868 -1.148 2.325
H -1.269 -0.596 1.153
H 0.383 -2.795 -1.169
H -1.124 -2.667 -1.062
O -0.305 -2.165 -0.921
```

Computed properties:
E_HOMO   -13.944 eV
Charge   +1
Lowest unoccupied orbital energy   -3.03 eV
Energy above the lowest of the compared OMol25 structures with the same formula, charge and spin   10.5 kcal/mol
Frontier orbital gap   0.4012 Ha

=====

[7]
C2H7N2O as an isolated structure, computed with the ωB97M-V functional and the def2-TZVPD basis.

```
12
Properties=species:S:1:pos:R:3
C -0.222 0.168 0.204
C -0.005 0.060 -1.692
N -0.406 1.530 0.609
N 0.540 -0.941 1.003
O -1.476 0.418 0.575
H 0.168 -1.025 -1.743
H 0.782 0.748 -2.089
H -0.974 0.391 -2.138
H -0.459 1.968 1.562
H 0.014 -1.825 1.137
H 0.527 -0.461 1.908
H 1.510 -1.032 0.663
```

Computed properties:
E_HOMO   -15.093 eV
Charge   +1
Lowest unoccupied orbital energy   -4.06 eV
Energy above the lowest of the compared OMol25 structures with the same formula, charge and spin   128.4 kcal/mol
Frontier orbital gap   0.4054 Ha